{"formula": "C3H3NO3S", "method": "ωB97M-V with the def2-TZVPD basis set", "smiles": "C=NOC(=O)C(O)=S", "e_lumo_ha": -0.0504, "mol_weight_g_mol": 133.1, "orbital_gap_ha": 0.308, "homo_energy_ev": -9.8, "de_lowest_ev": 4.8666, "total_energy_ha": -794.63139, "species": ["C", "C", "C", "H", "H", "H", "N", "O", "O", "O", "S"], "xyz": [[0.774, -0.908, 0.108], [-0.232, -0.297, -0.687], [-1.447, 2.726, 0.100], [2.001, -2.401, 0.043], [-2.224, 3.712, 0.002], [-0.724, 2.808, 1.000], [-1.685, 1.602, -0.573], [1.025, -2.153, -0.394], [-0.644, -0.663, -1.767], [-1.001, 0.621, 0.101], [1.446, -0.431, 1.395]], "nbo_charge": [0.006, 0.681, -0.120, 0.499, 0.210, 0.195, -0.112, -0.626, -0.450, -0.403, 0.121]}

---

{"formula": "C43H51BrIN6O8S3W", "method": "ωB97M-V with the def2-TZVPD basis set", "e_lumo_ha": [-0.1218, -0.1331], "mol_weight_g_mol": 1266.8, "s2": 2.02, "orbital_gap_ha": [0.244, 0.254], "multiplicity": 3, "homo_energy_ev": [-9.9, -10.5], "de_lowest_ev": 0.8034, "total_charge": 1, "total_energy_ha": -6732.69659, "species": ["W", "C", "C", "C", "C", "C", "C", "C", "C", "C", "C", "C", "C", "C", "C", "C", "C", "C", "H", "H", "H", "H", "H", "H", "H", "H", "H", "H", "H", "H", "H", "H", "H", "H", "H", "H", "H", "H", "H", "H", "H", "H", "H", "H", "H", "H", "H", "O", "C", "C", "C", "C", "C", "C", "C", "O", "N", "N", "C", "S", "C", "C", "S", "H", "H", "H", "H", "H", "H", "H", "H", "H", "S", "C", "N", "C", "C", "N", "H", "H", "H", "H", "H", "H", "O", "C", "O", "C", "C", "C", "C", "C", "C", "N", "O", "O", "N", "O", "O", "H", "H", "H", "Br", "C", "C", "C", "C", "C", "C", "I", "H", "H", "H", "H"], "xyz": [[0.634, 0.369, -0.296], [-0.513, 2.311, -0.559], [0.384, 2.485, 0.554], [1.735, 2.391, 0.005], [1.577, 2.230, -1.410], [0.221, 2.228, -1.776], [-0.271, 2.511, -3.184], [-1.790, 2.387, -3.309], [0.420, 1.585, -4.192], [0.118, 3.971, -3.466], [3.124, 2.741, 0.565], [3.477, 2.021, 1.894], [4.205, 2.388, -0.471], [3.179, 4.263, 0.765], [-0.199, 3.121, 1.828], [0.618, 2.861, 3.094], [-0.298, 4.631, 1.553], [-1.633, 2.625, 2.100], [-1.579, 2.469, -0.509], [2.383, 2.231, -2.123], [-2.140, 1.390, -3.050], [-2.084, 2.591, -4.340], [-2.303, 3.110, -2.671], [0.308, 0.551, -3.872], [1.484, 1.808, -4.289], [-0.038, 1.690, -5.177], [-0.325, 4.635, -2.720], [-0.249, 4.267, -4.450], [1.201, 4.108, -3.444], [2.644, 1.455, 2.298], [3.792, 2.738, 2.653], [4.306, 1.331, 1.742], [4.109, 1.362, -0.823], [5.186, 2.499, -0.009], [4.180, 3.060, -1.331], [2.563, 4.582, 1.604], [2.844, 4.786, -0.133], [4.208, 4.563, 0.974], [1.625, 3.263, 3.027], [0.671, 1.790, 3.307], [0.128, 3.342, 3.942], [0.671, 5.081, 1.348], [-0.734, 5.127, 2.422], [-0.945, 4.819, 0.694], [-1.695, 1.541, 2.129], [-2.345, 2.997, 1.362], [-1.948, 3.005, 3.073], [-3.252, -0.910, 1.718], [-2.698, -1.302, 2.883], [-3.550, -1.867, 3.830], [-3.063, -2.291, 5.046], [-1.707, -2.159, 5.351], [-0.854, -1.614, 4.421], [-1.329, -1.176, 3.176], [-0.363, -0.724, 2.174], [-0.751, -0.202, 1.018], [0.899, -0.893, 2.390], [1.678, -0.619, 1.256], [2.854, -1.177, 1.426], [3.146, -2.005, 2.928], [4.916, -2.281, 2.597], [5.090, -2.471, 1.111], [4.161, -1.142, 0.285], [-2.554, -0.714, 1.074], [-4.595, -1.975, 3.568], [-3.734, -2.747, 5.762], [-1.327, -2.496, 6.306], [0.203, -1.520, 4.628], [5.222, -3.166, 3.155], [5.473, -1.417, 2.957], [4.683, -3.424, 0.772], [6.128, -2.382, 0.795], [-1.215, -0.765, -1.810], [-0.899, -2.004, -2.937], [0.051, -2.068, -3.863], [-0.043, -3.278, -4.685], [-1.327, -3.947, -4.152], [-1.694, -3.068, -3.038], [0.823, -1.426, -3.950], [0.842, -3.900, -4.552], [-0.125, -3.012, -5.737], [-1.152, -4.960, -3.794], [-2.120, -3.973, -4.898], [-2.540, -3.159, -2.501], [3.076, -1.317, -3.153], [2.440, -1.537, -2.148], [1.871, -0.569, -1.471], [2.266, -2.960, -1.676], [1.375, -3.328, -0.678], [1.139, -4.673, -0.424], [1.807, -5.666, -1.112], [2.714, -5.277, -2.076], [2.951, -3.950, -2.374], [3.409, -6.317, -2.858], [4.219, -5.945, -3.679], [3.126, -7.471, -2.620], [0.105, -5.040, 0.546], [-0.549, -4.138, 1.029], [-0.039, -6.215, 0.797], [0.812, -2.600, -0.117], [1.617, -6.710, -0.906], [3.660, -3.678, -3.144], [-7.731, 1.135, -1.631], [-7.220, 1.581, 0.135], [-8.210, 1.975, 1.024], [-7.884, 2.293, 2.332], [-6.569, 2.207, 2.762], [-5.576, 1.816, 1.878], [-5.896, 1.512, 0.562], [-4.340, 0.984, -0.732], [-9.234, 2.032, 0.681], [-8.663, 2.603, 3.015], [-6.312, 2.448, 3.785], [-4.549, 1.733, 2.210]], "mulliken_spin": [1.620, 0.062, -0.047, 0.019, 0.028, 0.035, -0.010, 0.000, 0.006, 0.008, 0.029, 0.029, 0.004, 0.005, 0.027, 0.013, 0.001, -0.021, 0.023, 0.012, -0.001, 0.001, -0.001, 0.001, 0.002, 0.000, 0.000, 0.001, -0.001, -0.004, -0.001, 0.005, -0.004, 0.001, 0.000, 0.000, 0.000, -0.001, 0.003, -0.005, 0.000, 0.000, 0.000, 0.001, 0.008, 0.001, 0.000, 0.000, -0.002, 0.001, -0.002, 0.001, 0.002, -0.019, 0.032, 0.091, 0.021, -0.129, 0.104, 0.037, 0.001, -0.001, 0.032, -0.010, 0.000, 0.000, 0.000, 0.001, -0.001, 0.002, 0.002, 0.000, -0.002, 0.004, -0.002, 0.000, 0.001, 0.001, 0.002, 0.000, 0.000, 0.000, 0.000, 0.000, 0.036, -0.038, 0.011, 0.016, 0.034, 0.014, 0.000, 0.000, -0.005, 0.000, 0.000, 0.000, 0.001, 0.000, 0.000, -0.085, 0.000, -0.001, 0.000, 0.000, 0.000, 0.000, 0.000, 0.000, 0.000, 0.003, 0.000, 0.000, 0.000, 0.000]}

---

{"formula": "H17Na2O10", "method": "ωB97M-V with the def2-TZVPD basis set", "e_lumo_ha": -0.0381, "mol_weight_g_mol": 223.1, "orbital_gap_ha": 0.064, "homo_energy_ev": -2.8, "de_lowest_ev": 0.0000, "total_charge": -1, "total_energy_ha": -1086.94306, "species": ["Na", "Na", "O", "H", "O", "H", "O", "H", "O", "H", "H", "O", "H", "H", "O", "H", "H", "O", "H", "H", "O", "H", "H", "O", "H", "H", "O", "H", "H"], "xyz": [[-2.975, 3.394, 1.989], [-2.391, -2.334, 3.690], [-5.273, 1.786, -0.957], [-4.315, 1.825, -0.771], [-1.104, 5.771, -0.830], [-0.460, 5.050, -0.972], [-0.151, 0.078, 0.996], [-0.711, 0.384, 0.256], [0.519, -0.019, 5.638], [1.169, 0.589, 5.989], [0.679, -0.022, 4.694], [3.063, 3.125, 1.888], [3.319, 2.956, 2.795], [2.443, 2.425, 1.680], [3.657, -2.552, 2.276], [3.846, -3.298, 1.706], [2.769, -2.286, 2.035], [-1.111, -3.575, -1.246], [-0.359, -4.068, -1.573], [-0.728, -2.889, -0.699], [-5.174, -2.278, -2.725], [-4.351, -2.511, -2.294], [-5.417, -1.437, -2.337], [4.011, -1.173, -3.282], [4.743, -0.557, -3.282], [3.803, -1.299, -2.356], [-0.059, 1.082, -4.403], [0.848, 1.331, -4.227], [-0.294, 0.501, -3.679]], "nbo_charge": [0.866, 0.888, -1.289, 0.380, -1.303, 0.389, -1.341, 0.413, -0.961, 0.476, 0.484, -0.937, 0.452, 0.484, -0.942, 0.464, 0.478, -0.949, 0.463, 0.485, -0.959, 0.465, 0.493, -0.937, 0.467, 0.470, -0.936, 0.464, 0.471]}

---

{"formula": "C3H3MnO2", "method": "ωB97M-V with the def2-TZVPD basis set", "e_lumo_ha": [0.0138, -0.0044], "mol_weight_g_mol": 126.0, "s2": 12.00, "orbital_gap_ha": [0.273, 0.298], "multiplicity": 7, "homo_energy_ev": [-7.0, -8.2], "de_lowest_ev": 3.6650, "total_energy_ha": -1417.33848, "species": ["O", "C", "C", "C", "H", "H", "H", "O", "Mn"], "xyz": [[0.294, -0.507, 0.928], [-0.651, 0.548, -1.148], [1.540, 0.080, 0.435], [0.330, 0.317, -0.284], [-2.280, 0.549, -1.440], [2.257, -0.666, 0.080], [1.951, 0.840, 1.105], [-1.859, 0.112, -0.550], [-1.582, -1.273, 0.873]], "nbo_charge": [-0.721, -0.156, -0.067, -0.021, 0.585, 0.197, 0.200, -0.936, 0.918]}

---

{"formula": "C7H14N2", "method": "ωB97M-V with the def2-TZVPD basis set", "smiles": "C=C(/C(C)=N/C)[C@@H](C)N", "e_lumo_ha": 0.0356, "mol_weight_g_mol": 126.2, "orbital_gap_ha": 0.331, "homo_energy_ev": -8.0, "de_lowest_ev": 3.2467, "total_energy_ha": -384.51258, "species": ["C", "C", "C", "C", "C", "C", "N", "C", "N", "H", "H", "H", "H", "H", "H", "H", "H", "H", "H", "H", "H", "H", "H"], "xyz": [[1.275, 0.982, 0.128], [-1.853, -1.856, -1.132], [-0.636, -1.265, 1.414], [2.046, -0.313, -0.110], [-0.720, -0.303, 0.249], [-0.411, 1.101, 0.552], [1.533, 1.906, -0.941], [-1.190, 2.153, 0.331], [-1.154, -0.599, -0.951], [1.669, 1.415, 1.053], [1.293, 2.859, -0.694], [2.339, 1.681, -1.518], [-2.679, -1.988, -0.422], [-1.181, -2.716, -1.021], [-2.285, -1.892, -2.136], [-0.135, -2.190, 1.117], [-1.646, -1.489, 1.769], [-0.070, -0.834, 2.244], [1.761, -0.790, -1.053], [3.115, -0.091, -0.206], [1.957, -1.010, 0.726], [-0.783, 3.111, 0.018], [-2.246, 2.128, 0.583]], "nbo_charge": [-0.029, -0.440, -0.703, -0.636, 0.283, -0.037, -0.866, -0.341, -0.457, 0.162, 0.375, 0.381, 0.182, 0.182, 0.204, 0.222, 0.236, 0.223, 0.222, 0.219, 0.218, 0.191, 0.208]}

---

{"formula": "C6H7N3O", "method": "ωB97M-V with the def2-TZVPD basis set", "smiles": "CC(=O)Nc1ncccn1", "e_lumo_ha": 0.0226, "mol_weight_g_mol": 137.1, "orbital_gap_ha": 0.359, "homo_energy_ev": -9.2, "de_lowest_ev": 0.9971, "total_energy_ha": -472.30523, "species": ["C", "C", "C", "C", "C", "C", "H", "H", "H", "H", "H", "H", "H", "N", "N", "N", "O"], "xyz": [[-3.245, -0.482, 0.042], [-1.979, 0.336, -0.101], [0.430, -0.110, -0.010], [2.600, -0.837, -0.140], [3.020, 0.389, -0.038], [2.114, 1.428, 0.048], [-4.024, 0.374, 0.270], [-3.486, -1.063, -0.685], [-3.309, -0.936, 1.103], [-1.040, -1.503, -0.035], [3.277, -1.669, -0.214], [4.051, 0.759, -0.110], [2.251, 2.365, 0.395], [-0.843, -0.500, 0.033], [1.366, -1.184, -0.224], [0.789, 1.138, 0.048], [-1.971, 1.495, -0.381]], "nbo_charge": [-0.713, 0.694, 0.549, 0.064, -0.340, 0.105, 0.245, 0.216, 0.230, 0.421, 0.193, 0.224, 0.200, -0.633, -0.464, -0.468, -0.523]}

---

{"formula": "C2H4N3OS", "method": "ωB97M-V with the def2-TZVPD basis set", "e_lumo_ha": 0.1355, "mol_weight_g_mol": 118.1, "orbital_gap_ha": 0.260, "homo_energy_ev": -3.4, "de_lowest_ev": 2.3670, "total_charge": -1, "total_energy_ha": -716.17377, "species": ["C", "C", "N", "N", "N", "O", "S", "H", "H", "H", "H"], "xyz": [[0.638, -0.641, 0.466], [0.239, -1.477, 1.408], [-1.747, -0.567, 0.907], [-1.050, -0.004, -0.008], [-1.154, -1.292, 1.732], [-1.309, 0.596, -1.085], [1.075, 2.433, -1.507], [1.214, -0.279, -0.303], [0.829, -1.985, 2.144], [-0.150, 1.521, -1.258], [1.415, 1.696, -2.496]], "nbo_charge": [-0.232, -0.172, -0.061, 0.153, -0.366, -0.585, -0.552, 0.220, 0.196, 0.294, 0.105]}

---

{"formula": "CH6O4", "method": "ωB97M-V with the def2-TZVPD basis set", "smiles": "O=CO.O.O", "e_lumo_ha": 0.0123, "mol_weight_g_mol": 82.1, "orbital_gap_ha": 0.386, "homo_energy_ev": -10.2, "de_lowest_ev": 1.8634, "total_energy_ha": -342.61583, "species": ["O", "C", "O", "H", "H", "H", "H", "O", "H", "H", "O"], "xyz": [[0.899, -1.731, 1.708], [0.516, -1.020, 0.850], [-0.444, -1.593, 0.109], [0.490, 0.109, 0.677], [-0.499, -1.241, -0.894], [0.396, 0.294, -3.328], [1.196, 1.527, -2.527], [0.641, 0.762, -2.469], [-0.916, 1.669, 1.679], [-1.057, 0.395, 2.510], [-1.221, 0.829, 1.684]], "nbo_charge": [-0.565, 0.625, -0.709, 0.141, 0.489, 0.493, 0.488, -0.980, 0.466, 0.482, -0.932]}